[1]
# C22H29IrN4O2P

A molecular structure, C22H29IrN4O2P (ωB97M-V with the def2-TZVPD basis set, OMol25).

ORCA input file:
```
! RIJCOSX wB97M-V def2-TZVPD def2/J DEFGRID3
* xyz 4 2
Ir 1.53 0.35 0.43
C 2.22 2.56 -4.39
O 1.35 2.24 -3.25
C 1.77 1.57 -2.24
O 0.99 1.42 -1.27
N 3.01 1.05 -2.22
N 3.41 0.34 -1.08
H 1.59 3.13 -5.06
H 2.54 1.64 -4.88
H 3.05 3.17 -4.05
H 3.63 1.09 -3.02
H 4.25 0.75 -0.69
H 3.63 -0.62 -1.36
C -4.33 -2.50 -3.89
C -3.04 -2.98 -3.63
C -2.25 -2.33 -2.72
C -2.75 -1.18 -2.05
C -4.05 -0.69 -2.32
C -4.83 -1.36 -3.23
P -1.67 -0.37 -0.93
C -2.09 1.26 -0.53
C -1.92 1.74 0.78
C -2.32 3.02 1.08
C -2.84 3.85 0.08
C -2.98 3.39 -1.23
C -2.59 2.11 -1.55
C -0.91 -1.43 0.24
C -1.66 -2.59 0.56
C -1.14 -3.54 1.41
C 0.15 -3.37 1.90
C 0.89 -2.24 1.59
C 0.40 -1.23 0.76
H -4.97 -3.02 -4.60
H -2.67 -3.84 -4.18
H -1.25 -2.69 -2.52
H -4.46 0.13 -1.75
H -5.83 -1.02 -3.44
H -1.54 1.09 1.56
H -2.26 3.40 2.10
H -3.14 4.86 0.32
H -3.39 4.04 -1.99
H -2.64 1.77 -2.58
H -2.66 -2.72 0.17
H -1.73 -4.41 1.67
H 0.58 -4.15 2.52
H 1.91 -2.19 1.95
N 3.55 -0.47 6.01
C 3.62 0.23 4.68
C 2.47 -0.15 3.74
N 2.59 0.56 2.44
H 4.36 -0.22 6.59
H 3.56 -1.49 5.92
H 2.71 -0.22 6.54
H 4.59 -0.02 4.25
H 3.62 1.30 4.90
H 1.51 0.13 4.18
H 2.45 -1.22 3.57
H 3.56 0.49 2.14
H 2.40 1.55 2.59
*
```

The HOMO energy (spin up / spin down) is -19.2 / -19.2 eV. The gap between HOMO and LUMO (spin up / spin down) comes out at 5.73 / 5.68 eV. As for the molecular weight: 604.69 g/mol. The expectation value of S² is 0.75. The energy above the lowest of the compared OMol25 structures with the same formula, charge and spin is 29.4 kcal/mol. For the LUMO energy (spin up / spin down), the calculation gives -0.4966 / -0.4971 Ha.

In the Löwdin picture, each atom carries the following charge in e:
1. Ir 1.159
2. C 0.049
3. O 0.058
4. C -0.537
5. O -0.131
6. N 0.063
7. N 0.011
8. H 0.119
9. H 0.112
10. H 0.118
11. H 0.171
12. H 0.128
13. H 0.134
14. C 0.053
15. C -0.009
16. C -0.052
17. C -0.332
18. C -0.040
19. C 0.003
20. P 1.313
21. C -0.352
22. C -0.058
23. C -0.016
24. C 0.038
25. C -0.003
26. C -0.050
27. C -0.356
28. C -0.053
29. C -0.015
30. C -0.002
31. C -0.119
32. C -0.324
33. H 0.143
34. H 0.136
35. H 0.121
36. H 0.123
37. H 0.139
38. H 0.107
39. H 0.131
40. H 0.141
41. H 0.138
42. H 0.127
43. H 0.125
44. H 0.139
45. H 0.135
46. H 0.079
47. N 0.219
48. C -0.114
49. C -0.202
50. N -0.072
51. H 0.194
52. H 0.186
53. H 0.188
54. H 0.146
55. H 0.148
56. H 0.140
57. H 0.099
58. H 0.095
59. H 0.106



[2]
# C2H23O12

11 unconnected molecules or ions with the total composition C2H23O12 (ωB97M-V with the def2-TZVPD basis set, OMol25).

ORCA input file:
```
! RIJCOSX wB97M-V def2-TZVPD def2/J DEFGRID3
* xyz -1 1
C -0.33 0.78 0.81
C 0.39 -0.18 -0.09
O 1.43 0.22 -0.71
O -0.05 -1.35 -0.19
H 0.33 1.58 1.13
H -0.86 0.33 1.64
H -1.07 1.35 0.23
O 4.02 0.86 -1.60
H 3.18 0.44 -1.30
H 3.82 1.80 -1.60
O 0.35 2.77 -2.27
H 0.95 2.13 -1.84
H -0.53 2.35 -2.21
O 2.98 -2.24 0.97
H 2.08 -1.92 0.78
H 3.45 -2.12 0.14
O -2.28 2.02 -2.12
H -2.92 1.80 -1.42
H -2.70 2.73 -2.63
O 2.91 1.30 1.68
H 3.07 2.15 1.26
H 2.28 0.86 1.08
O 1.80 -2.19 -2.55
H 2.76 -2.12 -2.54
H 1.50 -1.54 -1.88
O -0.11 -2.94 2.18
H 0.61 -2.58 2.70
H -0.17 -2.36 1.40
O -2.64 -2.53 -0.48
H -1.73 -2.20 -0.57
H -2.54 -3.46 -0.24
O -3.72 0.90 -0.04
H -4.01 0.01 -0.30
H -3.38 0.79 0.86
O -3.03 1.07 2.92
H -3.60 0.92 3.68
H -2.22 0.57 3.12
*
```

The HOMO energy is -6.8 eV. The gap between HOMO and LUMO comes out at 9.22 eV. As for the molecular weight: 239.19 g/mol. The energy above the lowest of the compared OMol25 structures with the same formula, charge and spin is 10.8 kcal/mol. For the LUMO energy, the calculation gives 0.0897 Ha.

In the Löwdin picture, each atom carries the following charge in e:
1. C 0.015
2. C -0.669
3. O -0.089
4. O -0.058
5. H 0.079
6. H 0.059
7. H 0.074
8. O -0.082
9. H -0.012
10. H 0.020
11. O -0.099
12. H -0.003
13. H -0.017
14. O -0.053
15. H -0.003
16. H 0.028
17. O -0.065
18. H 0.009
19. H 0.053
20. O -0.071
21. H 0.029
22. H -0.012
23. O -0.078
24. H 0.018
25. H -0.005
26. O -0.083
27. H 0.023
28. H -0.010
29. O -0.081
30. H 0.003
31. H 0.026
32. O -0.056
33. H 0.056
34. H 0.015
35. O -0.045
36. H 0.048
37. H 0.036



[3]
# C3H6BrOP

A single C3H6BrOP molecule (ωB97M-V with the def2-TZVPD basis set, OMol25).

ORCA input file:
```
! RIJCOSX wB97M-V def2-TZVPD def2/J DEFGRID3
* xyz 0 1
C 0.47 1.86 0.64
C 0.83 0.79 0.01
Br 2.65 0.14 -0.14
C -0.22 0.00 -0.98
O -1.04 -0.89 -0.33
P -0.40 -2.27 0.35
H 1.16 2.42 1.34
H -0.59 2.11 0.69
H -0.95 0.85 -1.42
H 0.47 -0.44 -1.88
H -0.83 -1.77 1.67
H -1.55 -2.79 0.06
*
```

The HOMO energy is -9.7 eV. The gap between HOMO and LUMO comes out at 10.37 eV. As for the SMILES: C=C(Br)COP. As for the molecular weight: 168.96 g/mol. The energy above the lowest of the compared OMol25 structures with the same formula, charge and spin is 43.8 kcal/mol. For the LUMO energy, the calculation gives 0.0246 Ha.

In the Löwdin picture, each atom carries the following charge in e:
1. C -0.069
2. C -0.730
3. Br 0.637
4. C -0.368
5. O -0.554
6. P 0.849
7. H 0.086
8. H 0.075
9. H 0.153
10. H 0.125
11. H -0.056
12. H -0.146



[4]
# C65H46FNO38

10 unconnected molecules or ions with the total composition C65H46FNO38 (ωB97M-V with the def2-TZVPD basis set, OMol25).

ORCA input file:
```
! RIJCOSX wB97M-V def2-TZVPD def2/J DEFGRID3
* xyz 0 1
C -5.73 -2.63 -2.66
C -5.26 -2.41 -1.07
C -4.79 -0.85 -0.87
F -5.44 -0.25 0.35
C -3.13 -0.66 -0.82
C -2.60 0.64 0.10
C -0.98 1.00 0.23
C 0.05 0.03 -0.60
C -0.47 -1.25 -1.49
C -2.06 -1.62 -1.62
C 0.89 -1.90 -2.14
O 1.04 -3.16 -2.56
N 1.90 -0.74 -2.11
C 1.67 0.02 -0.79
O 2.68 0.47 -0.03
H -4.83 -3.11 -3.23
H -6.67 -3.33 -2.71
H -6.03 -1.61 -3.18
H -6.25 -2.55 -0.42
H -4.48 -3.22 -0.72
H -5.15 -0.18 -1.78
H -3.37 1.34 0.67
H -0.56 1.91 0.83
H -2.40 -2.52 -2.28
H 1.72 -0.12 -2.93
O -4.68 2.28 1.89
C -4.54 3.19 2.70
C -3.83 4.43 2.38
C -3.68 5.39 3.30
O -3.02 6.57 3.00
C -4.23 5.24 4.67
O -4.06 6.13 5.50
C -4.96 4.00 4.99
C -5.11 3.04 4.07
O -5.80 1.88 4.36
H -3.44 4.53 1.38
H -3.05 7.10 3.82
H -5.37 3.91 5.99
H -5.77 1.34 3.54
O -6.65 3.98 7.64
C -6.51 4.88 8.46
C -5.80 6.13 8.13
C -5.65 7.09 9.05
O -4.99 8.27 8.75
C -6.20 6.93 10.43
O -6.03 7.83 11.25
C -6.93 5.70 10.74
C -7.08 4.74 9.83
O -7.77 3.58 10.12
H -5.41 6.23 7.13
H -5.01 8.80 9.58
H -7.34 5.61 11.74
H -7.74 3.04 9.29
O 8.82 -1.07 -1.28
C 7.89 -1.34 -0.53
C 8.06 -2.19 0.66
C 7.02 -2.48 1.44
O 7.18 -3.27 2.57
C 5.66 -1.97 1.14
O 4.72 -2.27 1.87
C 5.49 -1.10 -0.03
C 6.53 -0.81 -0.82
O 6.38 0.01 -1.92
H 9.06 -2.56 0.86
H 6.28 -3.34 2.96
H 4.49 -0.72 -0.23
H 7.27 0.07 -2.33
O -3.37 -10.04 -3.67
C -3.89 -9.01 -3.25
C -5.18 -9.01 -2.55
C -5.73 -7.88 -2.12
O -6.95 -7.87 -1.46
C -5.06 -6.57 -2.33
O -5.59 -5.53 -1.94
C -3.75 -6.56 -3.01
C -3.20 -7.70 -3.43
O -1.97 -7.71 -4.06
H -5.66 -9.97 -2.41
H -7.13 -6.93 -1.26
H -3.26 -5.61 -3.14
H -1.79 -8.65 -4.28
O -13.17 6.16 5.24
C -11.95 6.26 5.25
C -11.24 7.23 4.40
C -9.91 7.32 4.42
O -9.24 8.23 3.63
C -9.09 6.43 5.29
O -7.87 6.51 5.28
C -9.80 5.47 6.16
C -11.13 5.40 6.14
O -11.81 4.50 6.96
H -11.85 7.87 3.77
H -8.28 8.09 3.82
H -9.20 4.85 6.81
H -12.76 4.64 6.76
O 14.26 0.10 -4.68
C 13.86 0.04 -3.52
C 14.58 0.67 -2.40
C 14.13 0.56 -1.15
O 14.80 1.15 -0.10
C 12.89 -0.20 -0.84
O 12.51 -0.30 0.32
C 12.16 -0.82 -1.96
C 12.61 -0.70 -3.21
O 11.92 -1.27 -4.27
H 15.48 1.22 -2.64
H 14.27 0.93 0.70
H 11.25 -1.35 -1.72
H 12.45 -1.06 -5.07
O -0.26 -0.55 8.04
C -0.49 -0.13 6.91
C -1.81 -0.24 6.29
C -2.02 0.22 5.05
O -3.27 0.12 4.46
C -0.93 0.84 4.26
O -1.15 1.23 3.12
C 0.39 0.98 4.90
C 0.60 0.52 6.13
O 1.84 0.65 6.74
H -2.60 -0.70 6.87
H -3.16 0.51 3.56
H 1.18 1.45 4.32
H 1.74 0.25 7.63
O 5.79 0.44 -9.03
C 6.02 0.05 -7.89
C 5.51 0.75 -6.70
C 5.79 0.31 -5.47
O 5.31 0.96 -4.35
C 6.64 -0.90 -5.26
O 6.90 -1.26 -4.12
C 7.13 -1.61 -6.45
C 6.85 -1.17 -7.67
O 7.30 -1.84 -8.80
H 4.89 1.62 -6.87
H 5.66 0.45 -3.58
H 7.74 -2.50 -6.28
H 6.96 -1.33 -9.56
O 2.43 -5.80 -8.78
C 3.28 -5.44 -9.59
C 3.18 -5.74 -11.02
C 4.13 -5.35 -11.88
O 4.04 -5.63 -13.23
C 5.32 -4.59 -11.41
O 6.19 -4.26 -12.21
C 5.41 -4.27 -9.97
C 4.46 -4.66 -9.12
O 4.54 -4.35 -7.78
H 2.31 -6.29 -11.35
H 4.84 -5.24 -13.63
H 6.28 -3.70 -9.65
H 3.74 -4.75 -7.37
*
```

The HOMO energy is -9.2 eV. The gap between HOMO and LUMO comes out at 7.23 eV. As for the SMILES: CC[C@@H](F)c1ccc2c(c1)C(=O)NC2=O.O=C1C=C(O)C(=O)C=C1O.O=C1C=C(O)C(=O)C=C1O.O=C1C=C(O)C(=O)C=C1O.O=C1C=C(O)C(=O)C=C1O.O=C1C=C(O)C(=O)C=C1O.O=C1C=C(O)C(=O)C=C1O.O=C1C=C(O)C(=O)C=C1O.O=C1C=C(O)C(=O)C=C1O.O=C1C=C(O)C(=O)C=C1O. As for the molecular weight: 1468.05 g/mol. The energy above the lowest of the compared OMol25 structures with the same formula, charge and spin is 325.0 kcal/mol. For the LUMO energy, the calculation gives -0.0723 Ha.

Results of the Löwdin charge analysis, in e, for atoms 1 through 99:
1. C -0.133
2. C -0.182
3. C -0.221
4. F -0.119
5. C -0.044
6. C 0.045
7. C 0.031
8. C -0.020
9. C -0.018
10. C 0.057
11. C -0.232
12. O -0.004
13. N 0.052
14. C -0.219
15. O -0.010
16. H 0.066
17. H 0.073
18. H 0.080
19. H 0.127
20. H 0.113
21. H 0.152
22. H 0.073
23. H 0.098
24. H 0.096
25. H 0.141
26. O 0.066
27. C -0.293
28. C 0.085
29. C -0.199
30. O 0.084
31. C -0.282
32. O 0.096
33. C 0.091
34. C -0.198
35. O 0.085
36. H 0.139
37. H 0.118
38. H 0.104
39. H 0.114
40. O 0.079
41. C -0.292
42. C 0.082
43. C -0.197
44. O 0.085
45. C -0.304
46. O 0.107
47. C 0.079
48. C -0.206
49. O 0.080
50. H 0.101
51. H 0.116
52. H 0.138
53. H 0.116
54. O 0.101
55. C -0.291
56. C 0.081
57. C -0.207
58. O 0.077
59. C -0.295
60. O 0.109
61. C 0.093
62. C -0.179
63. O 0.031
64. H 0.138
65. H 0.115
66. H 0.101
67. H 0.108
68. O 0.111
69. C -0.304
70. C 0.079
71. C -0.206
72. O 0.081
73. C -0.292
74. O 0.081
75. C 0.079
76. C -0.204
77. O 0.087
78. H 0.139
79. H 0.116
80. H 0.131
81. H 0.119
82. O 0.109
83. C -0.305
84. C 0.079
85. C -0.206
86. O 0.081
87. C -0.297
88. O 0.102
89. C 0.083
90. C -0.204
91. O 0.083
92. H 0.138
93. H 0.115
94. H 0.126
95. H 0.117
96. O 0.103
97. C -0.308
98. C 0.075
99. C -0.209



[5]
# C18H17F4N2

A gas-phase ion, C18H17F4N2 (charge +1) (ωB97M-V with the def2-TZVPD basis set, OMol25).

ORCA input file:
```
! RIJCOSX wB97M-V def2-TZVPD def2/J DEFGRID3
* xyz 1 1
C -3.84 -3.28 0.58
N -3.26 -1.96 0.30
C -4.17 -0.83 0.24
N -1.99 -1.84 0.34
C -1.30 -0.53 0.07
C 0.10 -0.66 0.16
C 0.97 0.66 0.24
C 1.10 1.46 1.33
C 1.64 2.81 1.27
C 1.65 3.48 2.49
C 2.01 4.81 2.49
F 2.01 5.45 3.69
C 2.37 5.52 1.35
C 2.33 4.80 0.16
F 2.66 5.47 -0.98
C 1.98 3.46 0.06
C 0.81 -1.63 -0.95
C 1.21 -1.16 -2.21
C 1.78 -2.08 -3.11
F 2.21 -1.56 -4.31
C 1.80 -3.45 -2.86
C 1.38 -3.86 -1.58
F 1.42 -5.20 -1.35
C 0.83 -2.99 -0.63
H -4.80 -3.30 0.05
H -3.14 -4.09 0.27
H -4.00 -3.30 1.69
H -5.14 -1.27 0.06
H -4.18 -0.35 1.24
H -3.95 -0.09 -0.54
H -1.37 -0.26 -1.04
H -1.77 0.39 0.52
H 0.22 -1.19 1.07
H 1.62 0.69 -0.68
H 0.90 0.97 2.31
H 1.38 2.94 3.39
H 2.63 6.55 1.40
H 1.99 2.95 -0.90
H 1.21 -0.09 -2.40
H 2.22 -4.10 -3.61
H 0.51 -3.35 0.34
*
```

The HOMO energy is -11.3 eV. The gap between HOMO and LUMO comes out at 5.59 eV. As for the SMILES: C[N+](C)=NC[C@H](/C=C/c1cc(F)cc(F)c1)c1cc(F)cc(F)c1. As for the molecular weight: 337.34 g/mol. The energy above the lowest of the compared OMol25 structures with the same formula, charge and spin is 1.3 kcal/mol. For the LUMO energy, the calculation gives -0.2080 Ha.

In the Löwdin picture, each atom carries the following charge in e:
1. C 0.035
2. N -0.180
3. C 0.017
4. N 0.231
5. C -0.162
6. C -0.288
7. C -0.009
8. C -0.042
9. C -0.222
10. C 0.029
11. C -0.246
12. F 0.067
13. C 0.084
14. C -0.239
15. F 0.059
16. C 0.054
17. C -0.144
18. C 0.027
19. C -0.220
20. F 0.060
21. C 0.083
22. C -0.225
23. F 0.058
24. C 0.016
25. H 0.106
26. H 0.122
27. H 0.133
28. H 0.095
29. H 0.136
30. H 0.119
31. H 0.180
32. H 0.156
33. H 0.116
34. H 0.104
35. H 0.132
36. H 0.128
37. H 0.135
38. H 0.123
39. H 0.114
40. H 0.135
41. H 0.122